# 1
{"formula": "C5H4N2", "method": "wB97M-V/def2-TZVPD", "energy_ev": -8227.5665, "gap_ev": 10.0731, "smiles": "C#Cc1ccn[nH]1", "relative_energy_kcal_mol": 44.44, "symbols": ["N", "N", "C", "C", "C", "C", "C", "H", "H", "H", "H"], "xyz": [[-1.0172, -0.1737, 0.6187], [-0.6589, -0.8849, 1.6850], [0.6655, -0.9510, 1.6096], [0.0401, 0.2189, -0.1391], [1.1660, -0.2784, 0.4792], [-0.5109, 1.3429, -2.4267], [-0.1794, 0.8850, -1.3663], [2.1830, -0.1710, 0.1321], [-0.9145, 1.4831, -3.3935], [1.2173, -1.4770, 2.3751], [-1.9912, 0.0061, 0.4260]], "lowdin_charge": [0.01, 0.03, -0.16, -0.31, -0.02, 0.13, -0.07, 0.10, 0.03, 0.10, 0.16]}

# 2
{"formula": "C33H66AlNO5P", "method": "wB97M-V/def2-TZVPD", "total_charge": -1, "energy_ev": -62902.7763, "gap_ev": 4.9571, "symbols": ["P", "Al", "O", "O", "O", "O", "O", "N", "C", "C", "C", "C", "C", "C", "C", "C", "C", "C", "C", "C", "C", "C", "C", "C", "C", "C", "C", "C", "C", "C", "C", "C", "C", "C", "C", "C", "C", "C", "C", "C", "C", "H", "H", "H", "H", "H", "H", "H", "H", "H", "H", "H", "H", "H", "H", "H", "H", "H", "H", "H", "H", "H", "H", "H", "H", "H", "H", "H", "H", "H", "H", "H", "H", "H", "H", "H", "H", "H", "H", "H", "H", "H", "H", "H", "H", "H", "H", "H", "H", "H", "H", "H", "H", "H", "H", "H", "H", "H", "H", "H", "H", "H", "H", "H", "H", "H", "H"], "xyz": [[-1.7328, 8.4269, -2.1437], [-1.2617, 6.4632, -0.9391], [1.1666, 4.6890, 0.7021], [-2.1383, -7.2762, 4.5002], [-1.1999, -3.3184, 2.9430], [6.0224, -1.1611, -1.4744], [-7.6837, 9.7320, -1.8840], [1.8855, -6.5616, 1.0585], [-1.4305, 9.8591, -0.9407], [1.7291, -7.3167, 3.3329], [7.7817, -2.5926, -0.7702], [2.6790, 5.6840, 2.2336], [-0.5046, 4.9555, -2.1069], [-3.4365, -8.3212, 6.1930], [-2.8941, -8.1777, 4.7942], [2.0666, -8.4554, 2.3873], [-0.6096, 1.8019, -2.1056], [2.9686, -3.6218, -1.1089], [-1.7327, 4.1131, -2.7169], [0.6853, -3.2936, -2.4583], [-0.4677, 8.6657, -3.5437], [2.1515, -7.9437, 1.0350], [-5.3730, 9.1926, -1.7136], [1.8756, -5.7878, -0.1907], [3.4532, 4.3013, 0.1995], [-3.3280, -9.1988, 3.7747], [2.2588, -3.2942, -2.4874], [-6.6811, 9.3305, -2.4426], [6.7579, -1.5027, -0.5751], [1.6487, -6.2018, 2.3662], [0.0470, -2.0381, -1.7346], [2.0394, -4.2212, 0.0194], [-2.5308, -4.3245, 4.6219], [6.6866, -0.8556, 0.7846], [-0.9808, 0.2756, -1.9933], [-6.6993, 8.9492, -3.9014], [-2.4022, -5.2354, 2.2236], [-1.9727, -4.2076, 3.2362], [0.1577, -0.6960, -2.5654], [2.3176, 4.8727, 1.0140], [-1.8794, 2.7560, -1.9204], [-0.3503, 10.1545, -1.0352], [8.7847, -2.1958, -0.6014], [7.5828, -3.4173, -0.0829], [0.0679, 2.0642, -1.2400], [-0.8237, 8.1292, -4.4642], [-5.0437, 8.1525, -1.7320], [3.2396, 5.0665, 2.9394], [3.5477, -2.7628, -0.6726], [1.4283, -5.1394, 2.6086], [-2.1329, -3.5203, 5.2427], [2.5639, -2.2398, -2.7635], [-1.6058, 9.5380, 0.1259], [-4.5258, -8.2499, 6.1787], [0.1568, 5.3474, -2.9376], [-2.0798, 10.7421, -1.2109], [0.2361, -4.2595, -2.0803], [2.3979, -8.5313, 0.1171], [1.5661, -7.3316, 4.4276], [-1.9156, -5.0257, 1.2697], [-2.6747, 5.9208, -0.3763], [2.6468, -3.9610, -3.3037], [-6.4283, 7.8980, -4.0141], [4.0482, 3.6223, 0.8146], [-1.0782, 0.0490, -0.8907], [3.2717, 6.5531, 1.9405], [0.5630, 8.3448, -3.2260], [0.8624, -5.9392, -0.6749], [2.2070, -9.5115, 2.7093], [0.3505, -3.2252, -3.5393], [-2.8616, -8.9725, 2.8154], [4.0806, 5.1090, -0.1836], [2.6187, -6.1944, -0.9349], [-0.4350, 9.7726, -3.7592], [-3.6201, -4.2434, 4.6033], [-2.1074, -6.2301, 2.5560], [-0.2998, 6.7554, 0.3105], [-4.6193, 9.8313, -2.1762], [0.5082, -1.8250, -0.7298], [1.0731, -3.6855, 0.1772], [-1.9853, 0.0582, -2.4565], [3.0463, 3.7437, -0.6448], [-0.1304, 2.0891, -3.0772], [-3.0414, -7.5199, 6.8180], [-4.4126, -9.1663, 3.6537], [2.6145, -4.1138, 0.9895], [-3.0144, -10.1957, 4.0902], [6.4397, -1.6037, 1.5405], [-2.0182, 3.0410, -0.8345], [5.9085, -0.0919, 0.7806], [-1.0465, -2.2764, -1.5980], [1.7662, 6.0304, 2.7185], [-3.1280, -9.2795, 6.6151], [-2.2267, -5.2789, 5.0450], [-5.5035, 9.5001, -0.6752], [3.7456, -4.4160, -1.3290], [-2.6392, 4.7729, -2.6044], [7.6413, -0.3821, 1.0221], [-0.0169, -0.8216, -3.6643], [-7.7037, 9.0974, -4.3013], [-2.8368, 2.2321, -2.2159], [-3.4846, -5.1893, 2.0825], [7.7204, -2.9665, -1.7926], [-1.6069, 3.9330, -3.8219], [0.1515, 4.3261, -1.4471], [-6.0031, 9.5785, -4.4587], [1.1250, -0.1551, -2.3446]], "lowdin_charge": [0.61, 0.07, 0.03, 0.04, 0.05, 0.06, 0.04, -0.14, -0.43, -0.06, -0.03, -0.03, -0.33, -0.02, -0.48, -0.11, -0.21, -0.19, -0.32, -0.22, -0.43, -0.11, -0.05, -0.14, -0.03, -0.01, -0.19, -0.51, -0.51, -0.11, -0.22, -0.18, -0.03, -0.03, -0.23, -0.03, -0.02, -0.50, -0.21, -0.51, -0.23, 0.02, 0.08, 0.08, 0.11, 0.01, 0.08, 0.08, 0.10, 0.11, 0.08, 0.11, 0.02, 0.09, 0.03, 0.01, 0.09, 0.11, 0.08, 0.08, -0.11, 0.10, 0.09, 0.08, 0.11, 0.08, 0.01, 0.12, 0.07, 0.11, 0.08, 0.08, 0.13, 0.01, 0.09, 0.06, -0.12, 0.06, 0.11, 0.10, 0.11, 0.08, 0.11, 0.08, 0.09, 0.11, 0.09, 0.08, 0.11, 0.08, 0.11, 0.08, 0.09, 0.05, 0.08, 0.10, 0.06, 0.08, 0.11, 0.07, 0.09, 0.09, 0.08, 0.09, 0.01, 0.08, 0.11]}

# 3
{"formula": "C19H31Br15ClN2O", "method": "wB97M-V/def2-TZVPD", "total_charge": 1, "energy_ev": -1088376.4317, "gap_ev": 7.8440, "symbols": ["Br", "Br", "Br", "Br", "Br", "Br", "Br", "Br", "Br", "Br", "Br", "Br", "Br", "Br", "Br", "Cl", "O", "N", "N", "C", "C", "C", "C", "C", "C", "C", "C", "C", "C", "C", "C", "C", "C", "C", "C", "C", "C", "C", "H", "H", "H", "H", "H", "H", "H", "H", "H", "H", "H", "H", "H", "H", "H", "H", "H", "H", "H", "H", "H", "H", "H", "H", "H", "H", "H", "H", "H", "H", "H"], "xyz": [[0.7972, -8.0734, 6.9324], [-1.0330, 4.8097, -6.0533], [0.5267, -10.9015, 5.4114], [-6.4822, -1.8843, 1.5293], [3.4479, 0.8716, -3.2274], [-7.6774, -2.8119, 4.3745], [5.6507, -0.5105, -5.1305], [-0.9243, 1.9316, -4.6079], [2.0243, -7.7356, 2.2378], [2.6030, -0.2249, -6.1375], [-3.7670, 3.2560, -5.3491], [2.2949, -4.9075, 3.7587], [3.3386, -10.0446, 6.7320], [4.8362, -6.8788, 3.5583], [-6.2346, 0.0556, 4.0906], [3.6091, -3.4829, -0.3368], [-2.2294, 0.6963, 1.6758], [3.1893, 1.1076, 1.5521], [1.2309, 1.3746, 0.0990], [1.0741, 4.2066, -0.0299], [-6.2994, -1.7847, 3.4634], [0.3834, 3.9295, -1.4932], [1.7148, 2.7628, 0.4719], [3.2054, -6.2598, 2.6973], [-2.6891, -0.6990, 1.7536], [2.0104, -1.9434, -2.0763], [2.1433, 0.3557, 0.7477], [1.7077, -9.4256, 5.8710], [-2.2791, 4.6732, -1.6245], [-2.5135, 3.8691, -0.2151], [4.0228, 0.5518, -5.0581], [2.9440, -1.7596, -0.7020], [-3.2304, 1.5846, 1.0652], [-0.7194, 5.0482, -1.9622], [-1.8943, 3.0780, -5.8444], [-2.7294, 2.2434, -0.3881], [3.0204, 2.6176, 1.4584], [1.9440, -1.2585, 0.5303], [-1.7931, -1.4027, 1.4059], [-2.8698, 5.6962, -1.5484], [3.6290, 3.4937, 1.9462], [-2.6942, 3.9756, -2.4926], [4.2584, 1.5281, -5.4944], [-1.8065, 1.6814, -0.8406], [3.9328, 0.6206, 2.1175], [-0.6436, 5.1128, -3.1519], [2.2412, -1.8815, 1.4762], [0.3685, 4.7123, 0.7595], [-3.5975, -0.9641, 1.0649], [2.0038, -8.9484, 4.9310], [-2.9137, -1.0271, 2.8776], [-1.7069, 4.0624, 0.6107], [-0.3589, 6.0895, -1.5653], [-0.1376, 2.8700, -1.5921], [-3.5403, 4.2814, 0.2332], [-5.3381, -2.2432, 3.7177], [1.3125, -2.8756, -1.8423], [-1.8676, 2.5876, -6.8231], [-3.6579, 2.1166, -1.1273], [1.2659, 3.9221, -2.2848], [2.6762, -2.2152, -3.0140], [3.8315, -0.9985, -0.8938], [3.5014, -5.7825, 1.7573], [-3.3798, 2.5198, 1.7904], [1.9907, 4.9548, -0.1695], [0.4235, 1.0579, -0.4995], [-4.3069, 1.0956, 0.9751], [1.3227, -1.0070, -2.2492], [0.8379, -1.4700, 0.1513]], "lowdin_charge": [0.54, 0.59, 0.56, 0.56, 0.57, 0.58, 0.58, 0.53, 0.59, 0.56, 0.58, 0.53, 0.55, 0.57, 0.55, 0.52, -0.26, 0.06, 0.13, -0.13, -1.61, -0.23, -0.07, -1.60, -0.13, -0.20, -0.07, -1.62, -0.19, -0.21, -1.58, -0.65, -0.20, -0.20, -1.58, -0.16, 0.06, -0.12, 0.09, 0.12, 0.14, 0.08, -0.02, 0.08, 0.17, 0.07, 0.11, 0.12, 0.06, -0.09, 0.11, 0.10, 0.12, 0.07, 0.13, -0.03, 0.09, -0.02, 0.13, 0.12, 0.09, 0.09, -0.06, 0.13, 0.14, 0.14, 0.13, 0.06, 0.13]}

# 4
{"formula": "C6H9NO", "method": "wB97M-V/def2-TZVPD", "energy_ev": -9899.5376, "gap_ev": 7.7425, "relative_energy_kcal_mol": 139.90, "symbols": ["O", "N", "C", "C", "C", "C", "C", "C", "H", "H", "H", "H", "H", "H", "H", "H", "H"], "xyz": [[-1.0383, 1.2317, 1.2589], [-0.2073, 1.5555, 0.1405], [2.2719, 1.2811, 0.2473], [1.0505, 0.7544, 0.1298], [0.7705, -1.9030, -0.0028], [0.3363, -0.4811, -0.0116], [-2.2698, -0.2300, -0.4377], [-0.9217, 0.1200, 0.0658], [2.4174, 2.3486, 0.3315], [3.1462, 0.6455, 0.2494], [-2.8367, -0.7608, 0.3309], [-2.1961, -0.8467, -1.3324], [1.1030, -2.2421, 0.9858], [-0.0515, -2.5562, -0.3120], [-0.3442, 2.4781, -0.2636], [1.5994, -2.0692, -0.6981], [-2.8297, 0.6743, -0.6816]], "lowdin_charge": [-0.05, 0.01, 0.07, -0.26, -0.06, -0.23, 0.00, -0.25, 0.05, 0.05, 0.09, 0.09, 0.07, 0.07, 0.18, 0.07, 0.09]}

# 5
{"formula": "C3H5NO3", "method": "wB97M-V/def2-TZVPD", "energy_ev": -10818.0728, "gap_ev": 9.3509, "smiles": "C[N+](=O)[O-].C=C=O", "relative_energy_kcal_mol": 175.61, "symbols": ["O", "O", "O", "N", "C", "C", "C", "H", "H", "H", "H", "H"], "xyz": [[-2.0942, -0.7673, 0.2947], [2.1959, 0.1230, -0.8267], [-2.3279, 1.3460, -0.0838], [-1.8128, 0.2876, -0.2249], [1.3192, -0.6177, 1.2523], [-0.5129, 0.3095, -0.9885], [1.4680, -0.1369, 0.0505], [2.3808, -0.6777, 1.6841], [-0.5093, 1.1197, -1.8321], [-0.2632, -0.7580, -1.3275], [0.3321, -0.7254, 1.8915], [-0.1758, 0.4973, 0.1104]], "lowdin_charge": [0.07, 0.14, 0.09, -0.50, 0.00, 0.02, -0.46, 0.11, 0.16, 0.14, 0.12, 0.10]}

# 6
{"formula": "C4H13N2", "method": "wB97M-V/def2-TZVPD", "total_charge": 1, "energy_ev": -7330.9238, "gap_ev": 9.3953, "smiles": "CNC[C@H](C)[NH3+]", "relative_energy_kcal_mol": 59.11, "symbols": ["N", "N", "C", "C", "C", "C", "H", "H", "H", "H", "H", "H", "H", "H", "H", "H", "H", "H", "H"], "xyz": [[0.4593, -0.0411, 2.1592], [-0.3509, -0.3594, -1.4702], [0.3779, -0.3971, -0.2932], [-0.3616, 1.7811, 0.7169], [-0.0630, -1.4758, -2.4561], [-0.3510, 0.3475, 0.7634], [0.2230, 0.6783, 2.8130], [-0.3834, 0.5654, -1.9405], [0.6301, 2.3244, 0.6415], [-1.0446, 1.9934, -0.0894], [-0.0459, -0.9102, 2.3979], [1.0326, -1.8151, -2.4055], [-0.7820, -2.3398, -2.2598], [-0.8465, 2.2081, 1.6799], [-1.4883, 0.0272, 1.0024], [0.3996, -1.4764, 0.0525], [1.3988, -0.1160, 2.2945], [-0.2621, -0.9587, -3.3955], [1.4579, -0.0358, -0.2111]], "lowdin_charge": [0.23, -0.13, -0.31, -0.09, -0.07, -0.32, 0.13, 0.13, 0.13, 0.09, 0.17, 0.10, 0.10, 0.13, 0.21, 0.15, 0.11, 0.08, 0.15]}